C17H27AlClF4N3O5 | ωB97M-V/def2-TZVPD

```
58
Properties=species:S:1:pos:R:3:lowdin_charge:R:1
C -5.036 0.605 1.728 -0.0856
C -3.934 -0.376 1.302 -0.2465
C -2.763 0.320 0.600 -0.1732
C -1.522 -0.586 0.763 -0.0785
N -0.548 -0.578 -0.349 0.1101
C -0.326 -1.710 -1.040 -0.1523
N -1.020 -2.916 -0.747 0.1534
C 0.607 -1.729 -2.092 -0.1764
O 0.819 -2.886 -2.792 0.0815
C 1.328 -0.593 -2.387 0.0173
C 2.369 -0.607 -3.464 -0.4360
O 2.128 -0.421 -4.598 0.2366
O 3.630 -0.783 -2.996 0.0170
C 3.855 -2.062 -2.399 -0.1273
C 3.611 -2.098 -0.916 -0.7926
O 3.188 -3.053 -0.373 0.0877
Cl 3.977 -0.650 0.004 0.7556
C 1.076 0.570 -1.671 -0.1769
O 1.794 1.700 -1.984 0.0751
C 0.136 0.569 -0.638 -0.0609
C -0.101 1.824 0.133 -0.0882
C 0.535 1.833 1.556 -0.1743
C 1.804 2.681 1.571 -0.2082
C 2.333 2.974 2.983 -0.2015
C 2.351 1.761 3.893 -0.2936
N 3.094 0.666 3.250 -0.0006
H -5.942 0.391 1.173 0.0726
H -4.752 1.644 1.607 0.0665
H -5.288 0.443 2.772 0.0645
H -4.328 -1.144 0.646 0.1018
H -3.526 -0.841 2.198 0.1034
H -3.015 0.540 -0.433 0.1200
H -2.576 1.224 1.169 0.0909
H -1.831 -1.596 0.979 0.1163
H -0.984 -0.229 1.632 0.1187
H -1.240 -3.284 -1.670 0.0876
H -0.291 -3.543 -0.404 0.1185
H 0.375 -2.820 -3.651 0.1542
H 4.904 -2.291 -2.566 0.1503
H 3.274 -2.842 -2.874 0.1370
H 1.403 2.090 -2.778 0.1441
H -1.156 2.052 0.186 0.1034
H 0.356 2.634 -0.413 0.1105
H 0.745 0.832 1.914 0.0948
H -0.176 2.338 2.208 0.1237
H 2.561 2.240 0.929 0.0988
H 1.538 3.639 1.127 0.1134
H 1.782 3.794 3.432 0.1107
H 3.357 3.334 2.873 0.1092
H 1.339 1.411 4.084 0.0999
H 2.783 2.044 4.854 0.1059
H 3.895 1.058 2.771 0.0523
H 3.443 0.035 3.959 0.0682
F -3.367 -3.003 -2.509 -0.1836
Al -4.028 -1.524 -3.030 -0.1744
F -4.707 -0.746 -1.684 -0.1685
F -5.184 -1.770 -4.217 -0.1729
F -2.748 -0.567 -3.619 -0.1998
```

Computed properties:
HOMO-LUMO gap: 8.757 eV
Total charge: 0
HOMO: -10.083 eV

***

C17H27BNO4P2V | ωB97M-V/def2-TZVPD

```
53
Properties=species:S:1:pos:R:3:lowdin_charge:R:1
V 0.313 0.911 -0.869 0.2934
P 1.960 -0.443 -0.064 0.8430
C 2.407 -0.712 -1.875 -0.2330
C 1.199 -1.279 -2.580 -0.3004
N 0.040 -0.733 -2.171 0.0162
C -1.140 -1.284 -2.457 -0.2815
C -1.217 -2.218 -3.500 0.0061
C -0.031 -2.677 -4.071 -0.0243
C 1.201 -2.246 -3.576 0.0058
C -2.333 -0.841 -1.658 -0.2078
P -1.899 0.515 -0.501 0.8889
H 2.155 -2.603 -3.962 0.1256
H -2.190 -2.573 -3.820 0.1229
H -0.061 -3.386 -4.891 0.1190
H -3.115 -0.496 -2.345 0.1066
H -2.762 -1.667 -1.075 0.1179
H 2.706 0.286 -2.304 0.0927
H 3.265 -1.392 -1.917 0.0962
H 1.193 3.427 -2.112 0.0541
O 1.412 2.459 -2.297 -0.1063
H 2.344 2.375 -2.552 0.0685
H -0.038 4.024 -0.395 0.0749
O 0.014 4.394 -1.312 -0.0815
H -0.312 5.319 -1.250 0.0961
C -1.876 1.948 -1.660 -0.2186
H -2.795 1.795 -2.243 0.0688
H -1.929 2.940 -1.189 0.0538
H -1.022 1.948 -2.363 0.0463
C -3.260 0.874 0.607 -0.1820
H -3.036 1.809 1.139 0.0762
H -4.207 0.976 0.056 0.0706
H -3.351 0.065 1.343 0.0740
C 2.053 -2.132 0.572 -0.2036
H 2.966 -2.613 0.195 0.0653
H 2.076 -2.113 1.668 0.0671
H 1.195 -2.728 0.250 0.0638
C 3.423 0.309 0.667 -0.2173
H 3.139 0.633 1.677 0.0636
H 4.241 -0.424 0.714 0.0607
H 3.726 1.179 0.070 0.0543
O -0.407 -1.136 1.714 0.0285
B -0.237 0.163 0.991 -0.6634
O -0.319 1.221 2.081 0.0365
C -0.472 0.550 3.240 -0.2568
C -0.617 1.076 4.512 -0.0053
C -0.633 0.194 5.594 -0.0852
C -0.521 -1.194 5.393 -0.0902
C -0.450 -1.734 4.109 -0.0041
C -0.456 -0.844 3.032 -0.2421
H -0.722 2.152 4.626 0.1188
H -0.735 0.588 6.604 0.1046
H -0.509 -1.870 6.255 0.1069
H -0.381 -2.794 3.899 0.1161
```

Computed properties:
HOMO-LUMO gap (spin up / spin down): 5.976 / 6.743 eV
Total charge: +1
HOMO (spin up / spin down): -8.440 / -9.534 eV
ΔE to the lowest compared entry with this formula, charge and spin: 1.119 eV
2S+1: 4
<S²>: 3.7811

***

C17H27BaN2O2P | ωB97M-V/def2-TZVPD

```
50
Properties=species:S:1:pos:R:3:lowdin_charge:R:1
C 0.576 3.721 -3.346 -0.1040
C -0.706 3.225 -3.135 -0.0650
C -0.888 1.987 -2.483 -0.2863
C 0.221 1.270 -2.083 -0.0954
C 1.496 1.740 -2.285 -0.3534
C 1.687 2.980 -2.931 -0.0588
C -2.313 1.546 -2.273 -0.1548
C -2.328 0.245 -1.470 -0.2908
N -1.946 -1.013 -2.163 -0.5187
Ba -0.729 -1.877 -0.282 1.7899
C 2.666 0.972 -1.738 -0.3132
P 1.950 -0.589 -1.100 0.6710
H -1.606 3.767 -3.429 0.1001
H 2.705 3.349 -3.031 0.0970
H 0.706 4.674 -3.862 0.0905
H 3.167 1.484 -0.893 0.0987
H 3.424 0.743 -2.503 0.0900
H -2.819 2.274 -1.624 0.1257
H -2.920 1.498 -3.189 0.1112
H -1.538 0.430 -0.717 0.0059
C 3.462 -1.299 -0.367 -0.3288
C 1.907 -1.566 -2.649 -0.3043
H -3.280 0.110 -0.938 0.1165
C -1.562 -0.865 -3.594 -0.0527
C -2.997 -2.065 -2.013 -0.1746
H 0.280 -2.558 2.668 0.0490
H -1.978 -1.719 -4.140 0.0866
H -1.945 0.058 -4.014 0.0833
H -0.476 -0.884 -3.708 0.0484
H -3.604 -2.110 -2.930 0.0953
H -2.547 -3.078 -1.870 0.0492
H -3.639 -1.861 -1.135 0.0865
H 2.858 -1.400 -3.165 0.0462
H 1.798 -2.638 -2.425 0.0307
H 1.093 -1.261 -3.311 0.0015
H 4.241 -1.376 -1.142 0.0374
H 3.794 -0.643 0.451 0.0401
H 3.223 -2.296 0.035 0.0237
H -0.103 -3.312 2.628 0.0486
O 0.151 2.865 0.594 0.0697
C -0.536 2.115 1.267 -0.4803
C -1.402 2.507 2.469 -0.0970
C -2.236 1.283 2.785 -0.1042
C -1.673 0.239 1.844 -0.5583
O -2.104 -0.941 1.725 -0.2642
N -0.671 0.749 1.072 0.0371
H -0.742 2.710 3.320 0.1192
H -2.001 3.400 2.265 0.1179
H -2.111 0.938 3.813 0.1181
H -3.300 1.441 2.591 0.1202
```

Computed properties:
HOMO-LUMO gap: 4.835 eV
Total charge: 0
HOMO: -5.594 eV
ΔE to the lowest compared entry with this formula, charge and spin: 0.471 eV

***

C17H27ClFIO13 | ωB97M-V/def2-TZVPD

```
60
Properties=species:S:1:pos:R:3:lowdin_charge:R:1
O -0.544 1.232 2.524 0.0762
C -0.192 1.538 1.440 -0.8062
Cl 1.221 2.567 1.205 0.7069
C -0.859 1.125 0.140 -0.1640
C -2.268 1.739 -0.077 -0.7726
I -2.166 3.339 -1.456 1.1029
O -3.152 0.700 -0.524 0.0228
C -3.595 0.061 0.599 -0.5243
O -4.054 -1.024 0.639 0.2131
O -3.429 0.883 1.682 0.1462
C -3.006 2.125 1.213 -0.3561
F -4.129 2.837 0.896 0.0255
H -0.209 1.392 -0.688 0.0721
H -0.954 0.035 0.147 0.1465
H -2.475 2.725 1.945 0.1700
C 0.579 -1.376 4.634 -0.0580
C 1.217 -1.787 3.328 -0.2098
O 2.490 -1.150 3.122 0.0320
C 3.515 -1.697 3.775 -0.6201
O 3.467 -2.670 4.484 0.1111
O 4.609 -0.992 3.494 0.0067
C 5.802 -1.463 4.129 -0.0301
H 0.510 -0.290 4.694 0.0749
H -0.427 -1.791 4.701 0.0849
H 1.158 -1.735 5.484 0.0775
H 0.610 -1.456 2.486 0.1102
H 1.335 -2.868 3.260 0.1182
H 5.956 -2.519 3.920 0.0924
H 5.746 -1.306 5.205 0.0981
H 6.609 -0.875 3.704 0.0948
C 3.664 -4.791 1.738 -0.0614
C 4.895 -5.641 1.526 -0.2019
O 5.224 -5.771 0.130 0.0386
C 5.866 -4.731 -0.399 -0.6124
O 6.216 -3.737 0.185 0.1175
O 6.064 -4.978 -1.695 0.0042
C 6.730 -3.929 -2.403 -0.0384
H 2.825 -5.185 1.164 0.0847
H 3.397 -4.781 2.795 0.0750
H 3.842 -3.762 1.422 0.0772
H 4.731 -6.661 1.864 0.1238
H 5.755 -5.236 2.058 0.1206
H 7.660 -3.659 -1.907 0.0949
H 6.089 -3.052 -2.473 0.0974
H 6.931 -4.327 -3.393 0.0928
C -6.898 6.655 -6.113 -0.0646
C -5.681 5.763 -6.206 -0.2101
O -5.241 5.325 -4.907 0.0314
C -5.935 4.314 -4.382 -0.6117
O -6.852 3.735 -4.904 0.1242
O -5.433 4.051 -3.175 -0.0324
C -6.110 3.007 -2.466 -0.0362
H -6.703 7.496 -5.447 0.0815
H -7.147 7.045 -7.101 0.0802
H -7.757 6.102 -5.735 0.0763
H -4.828 6.302 -6.611 0.1217
H -5.872 4.891 -6.831 0.1223
H -6.187 2.112 -3.079 0.0998
H -7.105 3.336 -2.171 0.1012
H -5.508 2.807 -1.584 0.0621
```

Computed properties:
HOMO-LUMO gap: 10.199 eV
Total charge: 0
HOMO: -10.440 eV

***

C17H27ClIO12P | ωB97M-V/def2-TZVPD

```
59
Properties=species:S:1:pos:R:3:lowdin_charge:R:1
O -3.164 -1.317 1.988 0.0379
C -2.462 -0.359 2.148 -0.6923
O -1.500 -0.019 1.270 -0.0463
C -1.560 1.321 0.733 -0.1835
C -0.206 1.665 0.162 -0.1797
C 0.920 1.560 1.188 -0.3066
C 2.229 2.173 0.673 -0.6476
I 2.439 4.203 1.272 0.7751
P -2.622 0.457 3.844 0.6266
O -1.665 1.776 3.763 -0.3871
Cl -4.378 1.399 3.410 0.2911
H -2.331 1.337 -0.041 0.1337
H -1.845 2.039 1.505 0.1067
H -0.247 2.684 -0.231 0.1234
H -0.001 0.975 -0.664 0.1100
H 1.108 0.514 1.442 0.1158
H 0.605 2.069 2.104 0.0690
H 3.069 1.605 1.053 0.0127
H 2.250 2.169 -0.413 0.0213
H -0.734 1.554 3.899 0.0552
C 1.850 -2.836 -3.034 -0.0188
C 1.614 -1.398 -2.658 -0.3210
C 1.085 -0.507 -3.765 -0.0846
O 1.630 0.772 -3.419 0.0669
C 2.753 0.568 -2.696 -0.5667
O 3.529 1.415 -2.392 0.1607
O 2.857 -0.735 -2.345 0.0683
H 0.931 -3.274 -3.425 0.0934
H 2.627 -2.905 -3.796 0.0932
H 2.166 -3.419 -2.170 0.0883
H 0.979 -1.325 -1.770 0.1546
H 0.001 -0.442 -3.805 0.1398
H 1.476 -0.800 -4.743 0.1402
C -6.044 -1.226 0.673 -0.0207
C -7.393 -0.720 1.106 -0.3239
C -8.590 -1.337 0.409 -0.0957
O -9.545 -0.271 0.428 0.0600
C -8.864 0.900 0.489 -0.5669
O -9.348 1.972 0.331 0.1663
O -7.558 0.669 0.752 0.0770
H -5.986 -2.308 0.793 0.0979
H -5.867 -0.975 -0.374 0.0969
H -5.253 -0.780 1.268 0.0378
H -7.506 -0.792 2.192 0.1586
H -9.001 -2.206 0.916 0.1366
H -8.365 -1.587 -0.631 0.1374
C 8.214 -0.512 -0.300 -0.0215
C 6.837 -0.808 0.232 -0.3194
C 5.691 -0.175 -0.534 -0.0914
O 4.712 0.016 0.497 0.0399
C 5.362 0.133 1.678 -0.5661
O 4.859 0.509 2.688 0.1612
O 6.656 -0.226 1.540 0.0892
H 8.280 -0.810 -1.347 0.0913
H 8.426 0.554 -0.221 0.0941
H 8.975 -1.054 0.261 0.0861
H 6.679 -1.885 0.335 0.1572
H 5.276 -0.802 -1.317 0.1270
H 5.952 0.801 -0.948 0.1415
```

Computed properties:
HOMO-LUMO gap: 9.301 eV
Total charge: 0
HOMO: -9.161 eV

***

C17H27CuF6N4O7S2 | ωB97M-V/def2-TZVPD

```
64
Properties=species:S:1:pos:R:3:lowdin_charge:R:1
Cu -0.104 0.548 -0.409 0.3252
C 1.063 2.965 1.930 -0.6798
F 1.678 3.645 2.867 0.1716
F 1.654 1.799 1.739 0.1340
F -0.193 2.752 2.335 0.1185
S 1.021 3.939 0.283 0.6470
O 0.284 5.129 0.561 -0.2596
O 2.417 4.122 -0.059 -0.2982
N 0.326 2.725 -0.675 -0.3010
S -0.223 3.560 -1.909 0.5618
O -1.553 4.067 -1.689 -0.2795
O 0.742 4.505 -2.413 -0.2833
C -0.368 2.332 -3.313 -0.6688
F -1.077 2.904 -4.279 0.1511
F 0.813 2.013 -3.822 0.1467
F -1.002 1.229 -2.911 0.1194
C -0.082 -3.286 -2.877 -0.1422
C -0.605 -3.877 -1.543 -0.1532
C -1.414 -2.779 -0.890 -0.2119
O -0.927 -1.595 -1.481 -0.1889
C -0.599 -1.851 -2.844 -0.1815
H -0.482 -3.857 -3.717 0.1069
H 0.999 -3.413 -2.927 0.0977
H 0.275 -4.065 -0.917 0.0990
H -1.021 -4.872 -1.699 0.1106
H -1.268 -2.754 0.189 0.1131
H -2.493 -2.887 -1.069 0.1256
H 0.064 -1.098 -3.270 0.1151
H -1.520 -1.709 -3.421 0.1283
C -3.123 2.580 0.754 0.0177
C -3.110 1.082 0.505 -0.5044
O -2.457 0.603 -0.417 0.0340
N -3.835 0.350 1.373 0.0149
C -3.969 -1.083 1.284 -0.0670
H -2.189 3.040 0.444 0.0467
H -3.182 2.828 1.818 0.0825
H -3.950 3.023 0.202 0.0973
H -4.361 0.852 2.065 0.1366
H -4.210 -1.516 2.256 0.0857
H -3.129 -1.575 0.812 0.0569
H -4.850 -1.371 0.697 0.0898
C -1.156 -0.286 3.657 0.0255
C 0.006 -0.756 2.820 -0.5126
O 0.033 -0.593 1.604 0.0164
N 1.041 -1.307 3.475 0.0277
C 2.299 -1.674 2.865 -0.0491
H -1.087 0.767 3.937 0.0884
H -1.293 -0.894 4.551 0.0831
H -2.061 -0.316 3.052 0.0568
H 0.941 -1.398 4.471 0.1360
H 2.478 -2.748 2.864 0.0858
H 3.078 -1.151 3.428 0.0916
H 2.452 -1.311 1.852 0.0655
N 2.165 0.014 -0.744 0.0680
C 3.240 0.765 -1.003 -0.0945
C 4.474 0.207 -1.297 -0.0509
C 4.592 -1.163 -1.375 -0.0674
C 3.463 -1.958 -1.193 -0.0554
C 2.288 -1.316 -0.853 -0.1512
H 3.111 1.836 -0.895 0.0999
H 5.340 0.844 -1.406 0.1106
H 5.566 -1.582 -1.600 0.1079
H 3.540 -3.036 -1.186 0.1050
H 1.447 -1.948 -0.591 0.0983
```

Computed properties:
HOMO-LUMO gap: 8.239 eV
Total charge: 0
HOMO: -8.073 eV
ΔE to the lowest compared entry with this formula, charge and spin: 1.011 eV

***

C17H27F6N8P2PdS | ωB97M-V/def2-TZVPD

```
62
Properties=species:S:1:pos:R:3:lowdin_charge:R:1
Pd 0.141 0.297 0.563 0.5287
C 0.789 5.468 -1.465 -0.0332
N 0.522 4.474 -0.439 -0.1235
C 0.284 4.736 0.882 -0.0541
C 0.048 3.528 1.473 -0.1116
N 0.135 2.544 0.538 -0.0135
C 0.424 3.130 -0.609 -0.4779
P 0.649 2.319 -2.219 1.1590
C -0.959 1.458 -2.229 -0.5178
N -1.998 1.990 -1.616 0.0546
C -3.057 1.189 -1.937 -0.1539
C -2.650 0.180 -2.762 -0.0656
N -1.310 0.372 -2.965 -0.1104
C -0.455 -0.453 -3.799 -0.0042
C 1.882 1.067 -1.708 -0.4679
N 2.042 0.561 -0.492 -0.0385
C 3.168 -0.204 -0.521 -0.1225
C 3.717 -0.147 -1.766 -0.0534
N 2.903 0.660 -2.511 -0.1238
C 3.098 0.950 -3.920 -0.0363
H 0.611 6.453 -1.043 0.0891
H 0.124 5.320 -2.312 0.0828
H 1.822 5.407 -1.804 0.0894
H 0.288 5.739 1.272 0.1167
H -0.201 3.319 2.499 0.1015
H -4.044 1.376 -1.549 0.0968
H -3.170 -0.652 -3.203 0.1187
H -1.054 -0.876 -4.602 0.0972
H 0.006 -1.250 -3.222 0.0708
H 0.318 0.171 -4.249 0.0693
H 3.498 -0.763 0.337 0.1140
H 4.581 -0.628 -2.190 0.1259
H 4.160 1.090 -4.112 0.0932
H 2.568 1.863 -4.180 0.0585
H 2.730 0.129 -4.535 0.0917
C -0.858 -3.652 3.023 -0.0417
N -1.743 -2.629 2.473 -0.1892
C -2.633 -3.132 1.434 -0.0596
C -1.554 -1.322 2.694 -0.7185
S -2.032 -0.117 1.563 0.6357
N -0.979 -0.967 3.869 -0.2111
C -0.414 0.358 4.058 -0.1059
C -1.270 -1.666 5.114 -0.0549
H -0.494 -4.257 2.195 0.0769
H -1.376 -4.294 3.739 0.0932
H 0.001 -3.189 3.499 0.0907
H -2.055 -3.668 0.683 0.0727
H -3.148 -2.308 0.957 0.0416
H -3.358 -3.811 1.890 0.0938
H 0.069 0.692 3.142 0.0262
H 0.330 0.298 4.853 0.0917
H -1.184 1.084 4.335 0.0888
H -2.060 -2.395 4.963 0.0883
H -1.617 -0.934 5.846 0.0921
H -0.392 -2.171 5.523 0.0910
F 1.215 -1.951 -1.623 -0.1810
P 0.743 -3.267 -0.792 0.1620
F 1.010 -4.187 -2.077 -0.1419
F 0.252 -4.547 0.061 -0.1573
F 2.255 -3.477 -0.280 -0.1511
F -0.778 -2.995 -1.277 -0.1623
F 0.460 -2.313 0.528 -0.2199
```

Computed properties:
HOMO-LUMO gap (spin up / spin down): 7.788 / 8.134 eV
Total charge: 0
HOMO (spin up / spin down): -7.316 / -7.662 eV
ΔE to the lowest compared entry with this formula, charge and spin: 0.000 eV
2S+1: 2
<S²>: 0.7539

***

C17H27IO3 | ωB97M-V/def2-TZVPD

```
48
Properties=species:S:1:pos:R:3:lowdin_charge:R:1
C 7.027 -2.162 0.564 -0.1204
C 5.994 -1.628 -0.425 -0.2775
C 5.191 -0.459 0.151 -0.2324
C 4.280 0.209 -0.886 -0.2155
C 3.846 1.627 -0.487 -0.2052
C 2.578 1.624 0.394 -0.2185
C 1.295 1.676 -0.429 -0.2155
C 0.029 1.805 0.434 -0.2000
C -1.127 0.853 0.050 -0.1899
C -2.167 1.491 -0.888 -0.1967
C -3.565 1.722 -0.300 -0.1991
C -4.210 0.525 0.393 -0.1931
C -4.801 -0.487 -0.604 -0.1400
C -5.561 -1.544 0.113 -0.1772
C -6.782 -1.527 0.652 -0.5920
I -8.185 -0.014 0.653 0.9966
C -7.074 -2.834 1.281 -0.4918
O -8.039 -3.205 1.868 0.1530
O -5.963 -3.630 1.089 0.1467
C -5.019 -2.907 0.391 -0.3832
O -3.968 -3.373 0.079 0.1859
H 7.475 -3.084 0.197 0.0658
H 6.569 -2.351 1.534 0.0697
H 7.827 -1.438 0.715 0.0695
H 6.507 -1.279 -1.322 0.1032
H 5.309 -2.429 -0.704 0.1077
H 5.874 0.276 0.576 0.1105
H 4.564 -0.866 0.948 0.1107
H 4.800 0.244 -1.844 0.1060
H 3.381 -0.400 -0.998 0.1083
H 4.660 2.124 0.038 0.1013
H 3.617 2.195 -1.389 0.1010
H 2.578 0.691 0.964 0.1091
H 2.589 2.444 1.111 0.1102
H 1.234 0.776 -1.042 0.1046
H 1.368 2.519 -1.119 0.1095
H -0.340 2.831 0.402 0.1056
H 0.302 1.612 1.472 0.1024
H -0.687 -0.002 -0.463 0.1040
H -1.580 0.493 0.969 0.0911
H -2.266 0.926 -1.815 0.1051
H -1.782 2.468 -1.187 0.1038
H -3.575 2.582 0.370 0.1121
H -4.226 1.995 -1.128 0.1093
H -5.012 0.882 1.041 0.0956
H -3.516 -0.011 1.038 0.1056
H -3.987 -0.972 -1.143 0.1264
H -5.460 0.012 -1.314 0.1177
```

Computed properties:
HOMO-LUMO gap: 8.967 eV
Total charge: 0
HOMO: -9.967 eV

***

Values for F_max, eV/A, ordered as above
1.3; 3.1; 2.7; 0.5; 0.7; 2.7; 0.4; 0.6